No. 1
A 2-piece molecular cluster, CN2O2 overall. Source: the Open Molecules 2025 dataset; level of theory: ωB97M-V/def2-TZVPD.

```
! RIJCOSX wB97M-V def2-TZVPD def2/J DEFGRID3
* xyz 0 1
C 0.40794 0.72712 1.01627
N -0.51498 0.41357 0.32564
N -0.08688 -1.09666 -1.23933
O 1.21136 1.12520 1.76014
O -1.01745 -1.16923 -1.86271
*
```

Kohn-Sham gap (alpha / beta) = 8.4 / 7.2 eV
LUMO level (alpha / beta) = -1.84 / -2.38 eV
HOMO (alpha / beta) = -10.23 / -9.57 eV



No. 2
C23H26CuN4OS as an isolated structure. Source: the Open Molecules 2025 dataset; level of theory: ωB97M-V/def2-TZVPD.

```
! RIJCOSX wB97M-V def2-TZVPD def2/J DEFGRID3
* xyz 0 2
Cu 0.06501 0.74511 0.29188
C 4.51375 -1.13040 -5.01386
C 3.88450 0.09527 -4.33437
C 2.44670 0.22785 -4.83945
C 4.65866 1.36611 -4.72371
C 3.93940 -0.05545 -2.81642
C 5.18135 -0.29402 -2.19855
C 5.31324 -0.42751 -0.83218
C 4.16885 -0.31271 -0.05514
S 3.99362 -0.47066 1.66899
C 2.29193 -0.19136 1.50348
N 1.89322 -0.00115 0.27588
C 2.92442 -0.05884 -0.64003
C 2.81337 0.06761 -2.02366
C 1.33739 -0.13385 2.59621
C 1.67602 -0.43843 3.91390
C 0.70717 -0.34665 4.89656
C -0.57963 0.04814 4.55532
C -0.91000 0.34163 3.23615
C 0.03608 0.25655 2.22363
H 4.43902 -1.02620 -6.09785
H 3.99242 -2.04320 -4.71921
H 5.56743 -1.24809 -4.76333
H 2.45023 0.29158 -5.92820
H 1.96890 1.12990 -4.45300
H 1.84607 -0.63816 -4.55368
H 4.59317 1.53773 -5.80012
H 5.71212 1.28678 -4.45265
H 4.24254 2.23288 -4.20750
H 6.07192 -0.36888 -2.80762
H 6.27718 -0.60649 -0.37427
H 1.83556 0.27950 -2.43514
H 2.68765 -0.74271 4.15899
H 0.95182 -0.58367 5.92351
H -1.33446 0.13062 5.32820
H -1.92945 0.63452 3.00556
C -1.59454 -2.15242 0.21464
C -2.51605 -1.10952 -0.37793
O -1.80300 0.10116 -0.64034
C -2.65250 1.19946 -0.99776
C -3.20469 1.92549 0.21658
H -2.12919 -3.09642 0.31688
H -1.23666 -1.83860 1.19289
H -0.73094 -2.31320 -0.43369
H -3.35485 -0.91331 0.29560
H -2.92016 -1.46549 -1.33139
H -3.46307 0.82448 -1.62968
H -2.03225 1.87113 -1.58541
H -3.86191 1.28713 0.80882
H -3.77378 2.79540 -0.10966
H -2.38449 2.26626 0.85269
N 0.35934 2.11763 -1.01744
C 0.50164 3.29038 -0.96436
N 0.73054 4.51789 -0.99513
C 0.00019 5.57672 -0.75518
N -0.58629 6.55227 -0.54406
*
```

Kohn-Sham gap (alpha / beta) = 8.1 / 7.4 eV
⟨S²⟩ = 0.754
LUMO level (alpha / beta) = -0.43 / -1.06 eV
HOMO (alpha / beta) = -8.55 / -8.50 eV



No. 3
An isolated ion of composition C10H14BrN2 and charge +1. Source: the Open Molecules 2025 dataset; level of theory: ωB97M-V/def2-TZVPD.

```
! RIJCOSX wB97M-V def2-TZVPD def2/J DEFGRID3
* xyz 1 1
Br 4.50860 -0.20483 0.34010
C 3.53079 0.52438 -1.11009
N 2.36469 0.94146 -1.02566
C 1.25352 1.17269 -0.40502
C 1.00016 2.55416 0.10055
C -0.47073 2.92450 -0.04794
C -1.32204 1.89032 0.67986
C -0.93981 0.50702 0.32923
C 0.25508 0.15610 -0.25358
N 0.55301 -1.12778 -0.60820
C -0.40833 -2.18320 -0.54735
C 0.09055 -3.56946 -0.28861
C -0.66255 -2.84416 0.78220
H 4.06587 0.56378 -2.05202
H 1.26847 2.55900 1.16605
H 1.65014 3.26823 -0.40608
H -0.74034 2.94994 -1.10464
H -0.63917 3.91689 0.36692
H -2.38368 2.03972 0.47263
H -1.20698 2.00980 1.76635
H -1.63724 -0.27636 0.58211
H 1.41746 -1.31434 -1.08666
H -1.24922 -2.05677 -1.22301
H 1.15188 -3.70622 -0.15323
H -0.39235 -4.38600 -0.79926
H -1.66533 -3.16010 1.01755
H -0.10159 -2.48659 1.63042
*
```

Kohn-Sham gap (alpha / beta) = 7.0 / 7.0 eV
structure (SMILES) = BrC=[N+]=C1CCCC=C1NC1CC1
LUMO level (alpha / beta) = -4.99 / -4.99 eV
HOMO (alpha / beta) = -11.95 / -11.95 eV